--- 1 ---
{
  "formula": "C3H6N2O3",
  "method": "ωB97M-V/def2-TZVPD",
  "smiles": "CN1OCONC1=O",
  "homo_energy_ev": -9.38,
  "total_charge": 0,
  "symbols": ["C", "C", "C", "H", "H", "H", "H", "H", "H", "N", "N", "O", "O", "O"],
  "coordinates": [[-1.0486, 0.9168, 1.5683], [-0.9374, -1.0541, -0.9092], [0.8776, 0.3551, 0.3289], [-1.9093, 0.0237, 1.6039], [-1.5739, 2.0658, 1.5045], [-0.1255, 0.6868, 2.4582], [-1.0950, -1.4941, 0.0500], [-1.5922, -1.2946, -1.8540], [2.1851, -1.1259, -0.3439], [-0.3688, 0.8602, 0.1309], [1.3089, -0.5300, -0.6494], [-1.3815, 0.2794, -0.7137], [0.4392, -1.3149, -1.2752], [1.4649, 0.7254, 1.2742]]
}

=====

--- 2 ---
{
  "formula": "C3H6N2O3",
  "method": "ωB97M-V/def2-TZVPD",
  "smiles": "[H]/N=C(/C[N+](=O)[O-])OC",
  "homo_energy_ev": -10.68,
  "total_charge": 0,
  "symbols": ["C", "C", "C", "N", "N", "O", "O", "O", "H", "H", "H", "H", "H", "H"],
  "coordinates": [[-0.1162, 0.2657, 0.3529], [-1.0728, 1.3150, -1.4072], [0.2556, -1.0770, 1.1508], [0.5965, 1.2073, 0.7620], [1.0789, -2.0029, 0.4735], [0.6860, -3.1266, 0.4067], [2.0667, -1.5443, -0.0170], [-0.9456, 0.1868, -0.5950], [-1.3336, 2.2888, -0.9851], [-1.8092, 1.0657, -2.1548], [-0.1028, 1.4163, -1.8286], [0.8729, -0.5515, 1.9093], [-0.5469, -1.5281, 1.6217], [0.3706, 2.0849, 0.3108]]
}

=====

Most stable to least stable, the ends of the list are 2 and 1.

=====

--- 1 ---
{
  "formula": "C6H10S",
  "method": "ωB97M-V/def2-TZVPD",
  "homo_energy_ev": [-7.29, -8.02],
  "total_charge": 0,
  "symbols": ["C", "C", "C", "C", "C", "C", "S", "H", "H", "H", "H", "H", "H", "H", "H", "H", "H"],
  "coordinates": [[-0.6625, 1.0872, -0.2481], [-1.8065, -1.0418, -0.3993], [0.5342, -1.2164, -0.0967], [0.6179, 0.3875, -0.4890], [-0.8105, -1.3128, 0.4825], [1.7827, 1.1118, 0.0431], [-2.3001, 0.5619, 0.1174], [-0.3421, 2.0472, -0.0371], [-2.0672, -1.3278, -1.3475], [0.5253, -1.7159, -1.0717], [1.4211, -1.4108, 0.5856], [0.6195, 0.2668, -1.7144], [-0.9939, -1.1919, 1.6064], [1.9718, 2.2049, -0.2809], [2.7886, 0.6777, -0.3335], [1.7375, 1.0017, 1.1893], [-3.0158, -0.1291, 1.9939]]
}

=====

--- 2 ---
{
  "formula": "C6H10S",
  "method": "ωB97M-V/def2-TZVPD",
  "smiles": "C=C=C(C)S.C=C",
  "homo_energy_ev": -8.56,
  "total_charge": 0,
  "symbols": ["C", "C", "C", "C", "C", "C", "S", "H", "H", "H", "H", "H", "H", "H", "H", "H", "H"],
  "coordinates": [[1.5379, 2.4275, 0.0626], [1.2268, 1.1668, 0.1252], [-2.4232, -0.6714, -0.6460], [0.1221, -0.7915, 1.1521], [-1.3678, -0.1482, -1.2630], [1.1482, -0.0902, 0.3446], [2.4725, -1.1628, -0.3024], [2.1658, 2.7010, 0.9435], [-2.9944, -1.5516, -0.7570], [1.2989, 3.0905, -0.6865], [-2.7414, -0.0734, 0.1133], [0.7390, -1.2443, 2.0188], [-0.5069, -0.1150, 1.6495], [-0.6170, -1.5499, 0.6421], [-1.0565, -0.4354, -2.2689], [-0.8714, 0.7807, -0.8842], [1.8674, -2.3328, -0.2437]]
}

=====

Most stable to least stable, the ends of the list are 2 and 1.

=====

--- 1 ---
{
  "formula": "C5H17N2O2",
  "method": "ωB97M-V/def2-TZVPD",
  "homo_energy_ev": -11.95,
  "total_charge": 1,
  "symbols": ["C", "C", "C", "C", "C", "N", "N", "H", "H", "H", "H", "H", "H", "H", "H", "H", "H", "H", "H", "H", "H", "H", "O", "H", "H", "O"],
  "coordinates": [[0.2387, 1.7064, 1.3285], [1.2712, 0.8708, 0.5697], [0.8173, -0.6185, 0.3744], [-0.3294, -0.7315, -0.5425], [-0.5454, -1.7132, -1.4065], [-1.7747, -1.8518, -2.2428], [2.6683, 0.9092, 0.9163], [0.1788, 1.6655, 2.4122], [0.3868, 2.7507, 0.9854], [-0.7848, 1.4367, 1.0139], [1.1357, 1.2511, -0.4623], [1.7436, -1.1341, 0.0697], [0.6610, -1.0844, 1.3600], [-0.9988, 0.1406, -0.6379], [0.1544, -2.5334, -1.5563], [-2.5182, -2.1557, -1.6219], [-1.9796, -0.8842, -2.6339], [-1.5233, -2.4495, -3.0249], [2.7524, 0.5924, 1.8792], [3.0814, 1.8308, 0.8738], [1.4148, -0.8329, 3.5694], [0.7690, 0.1248, 4.6583], [1.1687, 0.0660, 3.7916], [-3.2455, 1.0329, -2.6509], [-2.2101, 1.0243, -3.9087], [-2.5323, 0.5869, -3.1138]]
}

=====

--- 2 ---
{
  "formula": "C5H17N2O2",
  "method": "ωB97M-V/def2-TZVPD",
  "homo_energy_ev": -12.25,
  "total_charge": 1,
  "symbols": ["N", "C", "C", "C", "N", "C", "C", "O", "H", "H", "H", "H", "H", "H", "H", "H", "H", "H", "H", "H", "H", "H", "H", "H", "H", "O"],
  "coordinates": [[0.7185, 1.0000, 1.8992], [0.7044, -0.0771, 0.8360], [1.7300, -1.1240, 1.1964], [-0.7242, -0.6261, 0.7508], [-0.9863, -1.4983, -0.3680], [-1.2979, -0.8638, -1.6401], [-0.1567, -0.0858, -2.2991], [1.0995, -0.7449, -2.1126], [1.6525, 1.4033, 1.9807], [0.0518, 1.7666, 1.6703], [0.4554, 0.6040, 2.8014], [0.9741, 0.4065, -0.0996], [1.7789, -1.8690, 0.4102], [2.7340, -0.7256, 1.2893], [1.4784, -1.6550, 2.1195], [-1.4373, 0.2038, 0.7243], [-0.9516, -1.1721, 1.6724], [-0.2298, -2.1582, -0.4813], [-2.1569, -0.2133, -1.4756], [-1.6464, -1.6496, -2.3158], [-0.3714, 0.0647, -3.3623], [-0.0364, 0.9070, -1.8573], [1.2929, -1.3244, -2.8665], [-0.8160, 3.9901, 1.2208], [-2.0404, 3.0813, 1.4383], [-1.0826, 3.0688, 1.3164]]
}

=====

--- 3 ---
{
  "formula": "C5H17N2O2",
  "method": "ωB97M-V/def2-TZVPD",
  "homo_energy_ev": -12.65,
  "total_charge": 1,
  "symbols": ["N", "C", "C", "O", "C", "N", "C", "C", "H", "H", "H", "H", "H", "H", "H", "H", "H", "H", "H", "H", "H", "H", "H", "H", "H", "O"],
  "coordinates": [[-0.0154, 2.0449, -0.8631], [-0.2760, 0.5657, -1.0510], [-1.6553, 0.3061, -0.4138], [-2.4361, 1.4762, -0.8042], [0.8745, -0.2716, -0.3976], [0.3779, -1.6475, -0.2521], [1.5300, -2.5162, -0.5342], [-0.0905, -1.8668, 1.1396], [-0.8557, 2.5978, -1.1360], [0.0347, 2.5015, 0.0640], [0.7312, 2.3265, -1.5005], [-0.2754, 0.4092, -2.1303], [-2.1366, -0.5614, -0.9106], [-1.5951, 0.3882, 0.6787], [-3.3563, 1.2905, -0.5967], [1.1779, 0.2904, 0.5105], [1.6664, -0.2825, -1.1624], [2.0009, -2.2791, -1.4925], [2.3188, -2.6072, 0.2366], [1.1823, -3.5498, -0.6122], [-1.1581, -2.0790, 1.0729], [0.4956, -2.6734, 1.5720], [0.1937, -1.0843, 1.8804], [1.1919, 2.5914, 2.2488], [-0.2318, 2.0849, 2.5620], [0.3065, 2.5454, 1.8917]]
}

=====

Most stable to least stable, the ends of the list are 2 and 3.

=====

--- 1 ---
{
  "formula": "CH5N3O2",
  "method": "ωB97M-V/def2-TZVPD",
  "homo_energy_ev": [-9.50, -9.50],
  "total_charge": 0,
  "symbols": ["C", "N", "N", "O", "N", "O", "H", "H", "H", "H", "H"],
  "coordinates": [[-1.6855, 0.3553, 0.0297], [-0.3288, -0.1239, -0.2083], [1.1970, 0.5698, 0.5958], [2.1624, 0.9016, -0.3448], [-0.1689, -1.3801, -0.2858], [1.0127, -1.7630, -0.3131], [2.3046, 0.1178, -0.9066], [1.6231, -0.1628, 1.1713], [-2.4261, -0.2745, -0.4728], [-1.9132, 0.3881, 1.0992], [-1.7773, 1.3716, -0.3646]]
}

=====

--- 2 ---
{
  "formula": "CH5N3O2",
  "method": "ωB97M-V/def2-TZVPD",
  "homo_energy_ev": [-9.04, -9.42],
  "total_charge": 0,
  "symbols": ["C", "N", "N", "O", "N", "O", "H", "H", "H", "H", "H"],
  "coordinates": [[-2.0420, 0.3212, 0.0204], [-0.6483, -0.0550, 0.1937], [1.7518, 0.4084, 0.6782], [2.3580, 0.8586, -0.4353], [-0.2681, -1.1214, -0.2993], [0.9484, -1.4254, -0.2203], [2.8210, 0.1338, -0.8941], [2.2499, -0.4285, 0.9949], [-2.6052, -0.4337, -0.5326], [-2.4871, 0.4684, 1.0057], [-2.0784, 1.2737, -0.5112]]
}

=====

--- 3 ---
{
  "formula": "CH5N3O2",
  "method": "ωB97M-V/def2-TZVPD",
  "homo_energy_ev": [-8.58, -7.89],
  "total_charge": 0,
  "symbols": ["C", "N", "N", "N", "O", "O", "H", "H", "H", "H", "H"],
  "coordinates": [[0.0726, -0.0605, 0.5887], [-1.1913, 0.3796, 0.4002], [0.5413, -1.1993, 0.0281], [0.6436, 0.2580, 1.8794], [0.0727, 1.1010, 2.5432], [1.6268, -0.3731, 2.2159], [1.3290, 1.3617, -0.0413], [-1.4300, 1.1499, 1.0189], [-1.5597, 0.4362, -0.5359], [1.4658, -1.4376, 0.3665], [0.3445, -1.3822, -0.9434]]
}

=====

Most stable to least stable, the ends of the list are 3 and 2.

=====

--- 1 ---
{
  "formula": "CHN3OS",
  "method": "ωB97M-V/def2-TZVPD",
  "homo_energy_ev": -10.33,
  "total_charge": 0,
  "symbols": ["C", "N", "N", "N", "O", "S", "H"],
  "coordinates": [[-1.0520, 0.9591, 1.0477], [0.8281, -1.1428, -0.7695], [0.8984, -2.2582, -0.7105], [0.5326, 0.0075, -0.8042], [-0.2262, 1.7472, 1.2335], [-2.1962, -0.0566, 0.8877], [1.2153, 0.7438, -0.8847]]
}

=====

--- 2 ---
{
  "formula": "CHN3OS",
  "method": "ωB97M-V/def2-TZVPD",
  "smiles": "O=C=NS.N#N",
  "homo_energy_ev": -9.47,
  "total_charge": 0,
  "symbols": ["C", "N", "N", "N", "O", "S", "H"],
  "coordinates": [[-2.3267, -1.6498, -0.1141], [-1.7688, -0.5872, -0.2530], [-1.5044, 2.8964, -0.1488], [-2.4701, 3.2375, 0.3141], [-3.0556, -2.5371, 0.0636], [-0.1936, -0.1561, -0.7056], [-0.6175, 0.3356, -1.9527]]
}

=====

Most stable to least stable, the ends of the list are 2 and 1.